(1)
{
  "formula": "C20H38B2BaF8NO10",
  "method": "wB97M-V/def2-TZVPD",
  "elements": ["Ba", "F", "F", "F", "F", "F", "F", "F", "F", "O", "O", "O", "O", "O", "O", "O", "O", "O", "O", "N", "C", "C", "C", "C", "C", "C", "C", "C", "C", "C", "C", "C", "C", "C", "C", "C", "C", "C", "C", "C", "B", "B", "H", "H", "H", "H", "H", "H", "H", "H", "H", "H", "H", "H", "H", "H", "H", "H", "H", "H", "H", "H", "H", "H", "H", "H", "H", "H", "H", "H", "H", "H", "H", "H", "H", "H", "H", "H", "H", "H"],
  "xyz": [[-9.003, 24.834, -10.352], [-4.751, 24.587, -9.839], [-5.694, 29.982, -11.148], [-5.028, 22.564, -10.840], [-7.218, 28.652, -10.128], [-7.555, 29.815, -12.123], [-3.172, 22.976, -9.593], [-3.384, 24.063, -11.593], [-7.440, 30.916, -10.260], [-8.534, 25.922, -2.262], [-8.432, 21.200, -8.230], [-1.720, 31.928, -13.287], [-3.889, 14.987, -14.558], [-10.611, 21.172, -10.048], [-6.220, 25.379, -14.545], [-7.819, 24.123, -14.564], [-8.864, 25.326, -5.241], [-1.201, 29.957, -11.751], [-4.960, 16.114, -13.120], [-3.963, 15.738, -13.670], [-7.538, 25.406, -3.077], [-11.508, 21.334, -8.983], [-6.647, 24.251, -14.770], [-2.633, 16.175, -13.175], [-0.205, 16.137, -13.510], [-8.948, 19.928, -8.658], [-2.515, 17.176, -12.226], [-2.159, 33.050, -13.989], [-7.309, 21.099, -7.353], [-1.046, 29.055, -10.640], [-0.625, 32.241, -12.416], [-1.295, 17.724, -11.970], [-9.645, 20.101, -9.999], [-0.135, 30.952, -11.639], [-1.483, 15.705, -13.847], [-7.786, 25.984, -4.467], [-8.034, 26.320, -0.988], [-0.124, 17.158, -12.540], [-10.143, 25.346, -4.596], [-5.815, 23.245, -15.567], [-6.990, 29.837, -10.893], [-4.071, 23.558, -10.467], [-0.069, 29.143, -10.166], [-4.913, 23.600, -16.066], [-7.774, 25.495, -0.326], [-10.292, 24.589, -3.825], [-2.910, 33.480, -13.326], [-8.919, 20.263, -10.796], [-7.253, 20.363, -6.551], [-8.023, 27.039, -4.327], [0.880, 30.663, -11.912], [-10.368, 26.346, -4.225], [-6.842, 25.985, -5.011], [-1.544, 15.142, -14.767], [-11.023, 21.503, -8.022], [-9.569, 19.473, -7.886], [-6.459, 23.043, -16.423], [-1.247, 28.069, -11.058], [-5.633, 22.442, -14.854], [-6.391, 20.938, -7.918], [-1.340, 33.734, -14.209], [-0.951, 32.986, -11.690], [-10.928, 25.066, -5.298], [-8.147, 19.216, -8.858], [-2.744, 32.862, -14.890], [-3.261, 17.687, -11.636], [-1.753, 29.179, -9.819], [-7.033, 21.956, -6.739], [-10.114, 19.174, -10.328], [-7.191, 26.933, -1.307], [-8.718, 26.943, -0.411], [-12.098, 20.420, -8.918], [-0.108, 31.160, -10.569], [-6.478, 25.571, -2.885], [-12.026, 22.274, -9.173], [0.768, 17.757, -12.432], [0.153, 32.557, -13.110], [-1.086, 18.570, -11.333], [-7.628, 24.320, -3.102], [0.518, 15.830, -14.251]],
  "mulliken_charge": [1.86, -0.39, -0.34, -0.44, -0.43, -0.41, -0.39, -0.40, -0.37, -0.29, -0.26, -0.28, -0.61, -0.35, -0.66, -0.73, -0.29, -0.27, -0.62, 1.03, -0.54, -0.66, 0.57, 0.08, -0.45, -0.43, -0.35, -0.76, -0.93, -0.72, -0.45, -0.45, -0.65, -0.42, -0.13, -0.61, -0.77, -0.33, -0.68, -0.73, 0.54, 0.63, 0.36, 0.27, 0.26, 0.24, 0.30, 0.36, 0.32, 0.35, 0.24, 0.32, 0.41, 0.36, 0.31, 0.31, 0.26, 0.24, 0.15, 0.38, 0.29, 0.27, 0.20, 0.48, 0.25, 0.41, 0.27, 0.29, 0.34, 0.36, 0.23, 0.28, 0.36, 0.50, 0.23, 0.33, 0.34, 0.41, 0.30, 0.32],
  "e_lumo_ha": -0.039,
  "fmax_ev_per_a": 7.8,
  "charge": -1,
  "homo_lumo_gap_ha": 0.098
}

---

(2)
{
  "formula": "C2H5N3O",
  "method": "wB97M-V/def2-TZVPD",
  "elements": ["O", "N", "N", "N", "C", "C", "H", "H", "H", "H", "H"],
  "xyz": [[0.648, 1.975, -0.548], [0.267, -2.213, 0.226], [-1.078, 1.195, 0.834], [0.237, -0.468, -1.463], [-0.152, 1.995, 0.474], [0.204, -1.372, -0.755], [-1.258, 0.475, 0.159], [1.133, -2.644, 0.520], [0.537, 1.077, -0.904], [-0.521, -2.806, 0.299], [-0.016, 2.785, 1.159]],
  "mulliken_charge": [-0.50, -0.42, -0.65, -0.58, 0.10, 0.49, 0.26, 0.25, 0.43, 0.24, 0.38],
  "e_lumo_ha": 0.006,
  "e_above_lowest_ev": 1.9535,
  "fmax_ev_per_a": 2.7,
  "smiles": "[H]/N=C\\O.N#CN",
  "charge": 0,
  "homo_lumo_gap_ha": 0.361
}

---

(3)
{
  "formula": "C7H19N3",
  "method": "wB97M-V/def2-TZVPD",
  "elements": ["N", "N", "N", "C", "C", "C", "C", "C", "C", "C", "H", "H", "H", "H", "H", "H", "H", "H", "H", "H", "H", "H", "H", "H", "H", "H", "H", "H", "H"],
  "xyz": [[0.534, 0.063, -0.163], [-1.940, -0.955, 1.804], [-2.643, 0.200, 0.040], [1.343, 0.730, 0.859], [1.909, -2.133, 0.078], [0.084, 0.752, -1.181], [-2.076, 0.195, 1.213], [-0.354, 0.364, -2.547], [1.135, 2.195, 0.922], [0.599, -1.387, -0.420], [-0.600, 1.316, -3.112], [-2.652, -1.641, 1.832], [-3.350, -0.363, -0.351], [0.234, 2.560, 1.322], [1.108, 0.311, 1.881], [-1.191, -0.345, -2.754], [2.279, -2.525, -0.868], [-1.397, 1.076, 1.412], [1.716, -2.992, 0.792], [-2.552, 1.045, -0.583], [1.867, 2.594, 1.646], [0.005, 1.762, -1.100], [-0.267, -1.854, 0.011], [-1.408, -1.076, 2.668], [2.419, 0.538, 0.586], [0.594, -1.505, -1.440], [1.471, 2.697, -0.058], [0.492, -0.145, -3.081], [2.644, -1.475, 0.593]],
  "lowdin_spin": [0.69, 0.00, 0.03, 0.09, 0.04, 0.67, 0.01, 0.12, 0.01, 0.08, 0.00, 0.00, 0.00, 0.00, 0.03, 0.04, 0.01, 0.00, 0.00, 0.01, 0.00, 0.04, 0.04, 0.00, 0.05, 0.01, 0.00, 0.04, 0.00],
  "spin_multiplicity": 3,
  "e_lumo_ha": [-0.284, -0.447],
  "s2": 2.0071,
  "fmax_ev_per_a": 8.8,
  "charge": 2,
  "homo_lumo_gap_ha": [0.264, 0.274]
}